No. 1
C41H42N7O2S2TeTi | ωB97M-V/def2-TZVPD

Results
spin multiplicity: 2
net charge: -2
energy above the lowest of the compared OMol25 structures with the same formula, charge and spin: 31.8 kcal per mole
LUMO (alpha / beta): 3.86 / 3.86 eV
F_max: 2.0 eV/A
E_tot: -109807.6732 eV

The geometry in XYZ format:
```
96
Properties=species:S:1:pos:R:3:mulliken_charge:R:1
Ti -0.17 -0.70 0.26 -1.28
N 3.55 1.77 -1.63 -0.45
C 2.51 0.82 -1.73 0.00
S 1.50 0.87 -3.09 -0.52
N 2.57 -0.04 -0.74 -1.08
N 1.59 -1.01 -0.68 1.20
C 2.02 -2.21 -0.86 -0.65
C 1.24 -3.45 -0.78 0.94
C 1.91 -4.63 -1.12 -0.71
C 1.30 -5.86 -1.12 -0.76
C -0.05 -5.93 -0.77 -0.42
C -0.75 -4.79 -0.43 -0.79
C -0.13 -3.53 -0.42 0.35
O -0.83 -2.46 -0.12 0.13
H 3.33 2.63 -2.11 0.29
H 3.88 1.89 -0.68 0.27
H 3.07 -2.30 -1.15 0.16
H 2.96 -4.55 -1.39 0.34
H 1.85 -6.75 -1.39 0.36
H -0.56 -6.89 -0.76 0.38
H -1.80 -4.83 -0.15 0.39
N -4.39 0.54 0.87 -0.55
C -3.61 -0.56 1.09 0.44
N -3.76 -1.57 0.19 -0.47
S -2.55 -0.68 2.37 -0.39
H -4.58 0.76 -0.10 0.24
H -4.10 1.33 1.41 0.28
H -4.07 -1.30 -0.73 0.27
H -2.96 -2.20 0.17 0.14
C 4.51 8.68 -0.18 -1.56
C 3.85 7.40 0.25 0.76
C 2.48 7.33 0.47 -0.99
C 1.86 6.15 0.85 1.10
C 0.36 6.18 1.03 -1.06
C 2.61 4.98 1.06 -0.83
Te 1.59 3.03 1.29 0.70
N 0.28 0.83 1.56 0.70
C 0.80 -0.07 2.34 0.30
O 0.68 -1.35 2.09 -0.66
C 1.53 0.21 3.62 -0.27
C 0.83 0.56 4.76 0.10
C 1.49 0.74 5.97 -0.61
C 2.87 0.57 6.04 -0.49
C 3.58 0.22 4.90 -0.61
C 2.91 0.03 3.69 -0.34
C 0.65 3.66 3.10 0.36
C -0.75 3.69 3.20 1.03
C -1.66 3.35 2.06 -0.56
C -1.34 4.09 4.40 -1.27
C -0.60 4.47 5.50 0.83
C -1.26 4.89 6.78 -1.72
C 0.78 4.45 5.38 -0.94
C 1.42 4.05 4.21 1.38
C 2.92 4.03 4.21 -1.84
C 3.99 5.05 0.85 1.73
C 4.93 3.88 1.06 -1.92
C 4.59 6.24 0.45 -0.68
H 3.77 9.42 -0.47 0.34
H 5.18 8.52 -1.03 0.35
H 5.11 9.12 0.63 0.29
H 1.88 8.22 0.31 0.23
H -0.02 7.19 0.93 0.35
H 0.07 5.79 2.01 0.07
H -0.13 5.55 0.28 0.17
H -0.24 0.70 4.70 0.32
H 0.94 1.02 6.85 0.38
H 3.39 0.71 6.98 0.37
H 4.65 0.09 4.94 0.37
H 3.45 -0.24 2.79 0.46
H -1.43 3.96 1.18 -0.09
H -2.70 3.52 2.35 0.38
H -1.52 2.30 1.76 -0.46
H -2.42 4.10 4.46 0.20
H -2.34 4.84 6.70 0.37
H -0.99 5.92 7.05 0.33
H -0.95 4.25 7.62 0.32
H 1.40 4.73 6.23 0.33
H 3.29 3.99 5.23 0.47
H 3.32 4.92 3.72 0.26
H 3.30 3.17 3.67 0.11
H 4.41 2.92 1.06 -0.17
H 5.44 3.97 2.02 0.34
H 5.69 3.85 0.28 0.48
H 5.66 6.27 0.29 0.38
N -5.46 2.42 -4.25 -0.65
C -4.59 1.99 -3.63 -0.15
C -3.50 1.44 -2.84 0.81
C -3.05 0.14 -3.08 -0.73
C -2.03 -0.37 -2.29 -0.47
C -1.40 0.34 -1.24 0.87
C -1.87 1.66 -1.09 0.50
C -2.88 2.21 -1.86 -0.71
H -3.49 -0.45 -3.87 0.43
H -1.69 -1.38 -2.51 0.22
H -1.39 2.29 -0.35 -0.21
H -3.20 3.24 -1.70 0.41
```



No. 2
BrH6O3 | ωB97M-V/def2-TZVPD

Results
net charge: -1
energy above the lowest of the compared OMol25 structures with the same formula, charge and spin: 19.8 kcal per mole
LUMO: 3.42 eV
F_max: 0.5 eV/A
E_tot: -76284.8740 eV

The geometry in XYZ format:
```
10
Properties=species:S:1:pos:R:3:mulliken_charge:R:1
Br 0.28 3.40 -0.74 -0.98
O -0.98 -1.76 -1.89 -0.67
H -0.68 -0.88 -2.13 0.34
H -1.74 -1.61 -1.33 0.33
O -2.97 0.12 1.43 -0.67
H -2.43 -0.21 2.14 0.31
H -2.60 0.98 1.21 0.35
O 3.89 -0.01 0.78 -0.66
H 3.09 0.46 0.53 0.35
H 4.13 -0.50 0.00 0.31
```



No. 3
H20O10 | ωB97M-V/def2-TZVPD

Results
net charge: 0
energy above the lowest of the compared OMol25 structures with the same formula, charge and spin: 134.7 kcal per mole
LUMO: -0.78 eV
F_max: 8.8 eV/A
E_tot: -20796.7732 eV

The geometry in XYZ format:
```
30
Properties=species:S:1:pos:R:3:mulliken_charge:R:1
O -23.55 -31.34 26.62 -0.16
H -22.84 -31.11 27.12 0.46
H -23.52 -30.66 26.05 0.40
H -24.44 -31.28 27.10 0.47
O -23.58 -29.27 24.95 -1.18
H -23.45 -29.65 24.00 0.20
O -20.47 -31.08 25.04 -0.64
H -20.98 -31.38 24.36 0.30
H -20.76 -30.25 25.32 0.33
O -25.59 -30.65 23.80 -0.62
H -24.98 -30.25 24.50 0.15
H -26.30 -30.27 24.28 0.36
O -23.77 -33.25 24.04 -0.61
H -24.15 -34.19 24.09 0.31
H -24.57 -32.67 24.13 0.33
O -26.38 -31.56 27.17 -0.65
H -26.47 -32.42 27.60 0.32
H -26.89 -31.00 27.74 0.27
O -21.82 -31.53 28.82 -0.63
H -22.15 -32.13 29.58 0.30
H -20.84 -31.55 28.76 0.28
O -24.27 -27.60 26.94 -0.64
H -23.81 -27.63 27.73 0.27
H -23.86 -28.02 26.24 0.38
O -24.58 -30.65 29.18 -0.53
H -25.48 -30.78 29.49 0.28
H -23.99 -31.20 29.70 0.26
O -21.09 -28.30 25.27 -0.73
H -21.94 -28.66 25.31 0.42
H -20.74 -28.22 24.34 0.32
```



No. 4
C3H11IN2 | ωB97M-V/def2-TZVPD

Results
SMILES: [NH3+]CC(I)C[NH3+]
net charge: +2
energy above the lowest of the compared OMol25 structures with the same formula, charge and spin: 8.0 kcal per mole
LUMO: -7.52 eV
F_max: 4.5 eV/A
E_tot: -14352.0644 eV

The geometry in XYZ format:
```
17
Properties=species:S:1:pos:R:3:mulliken_charge:R:1
C -0.54 1.43 0.23 -0.65
C -0.47 -1.20 0.30 -0.93
C 0.10 0.02 -0.45 -0.35
N 0.46 2.48 0.12 -0.13
N 0.00 -2.54 -0.26 -0.16
I 2.24 -0.12 -0.36 0.26
H -0.55 1.19 1.30 0.41
H -1.39 1.62 -0.39 0.35
H -0.23 -1.01 1.44 0.36
H -1.56 -1.25 0.28 0.44
H -0.47 -0.13 -1.37 0.41
H 0.28 2.94 -0.79 0.38
H 1.43 1.97 0.16 0.17
H 0.49 3.10 0.92 0.37
H 0.00 -2.55 -1.29 0.35
H -0.71 -3.08 0.14 0.37
H 0.92 -2.88 0.02 0.37
```



No. 5
C5H8N2O2S | ωB97M-V/def2-TZVPD

Results
SMILES: CO[C@@]1(S)CC=C[N+]([O-])=N1
net charge: 0
energy above the lowest of the compared OMol25 structures with the same formula, charge and spin: 137.4 kcal per mole
LUMO: 0.14 eV
F_max: 3.4 eV/A
E_tot: -23220.1395 eV

The geometry in XYZ format:
```
18
Properties=species:S:1:pos:R:3:mulliken_charge:R:1
C -1.93 -0.05 0.81 -0.16
C -1.23 -0.03 1.96 -0.68
C -1.25 0.04 -0.50 -0.47
C 0.23 0.51 -0.31 0.58
C 1.92 -0.91 -1.47 -0.74
N 0.95 0.10 0.97 -0.74
N 0.27 -0.17 1.94 0.97
O 0.73 -0.48 3.03 -0.69
O 1.09 0.25 -1.41 -0.39
S 0.20 2.29 -0.29 -0.22
H -2.97 -0.03 0.72 0.44
H -1.55 0.07 2.93 0.52
H -1.52 -0.92 -1.08 0.31
H -1.81 0.86 -1.15 0.25
H 2.75 -0.96 -0.69 0.28
H 2.27 -1.06 -2.57 0.27
H 1.41 -1.81 -1.31 0.32
H 0.42 2.31 -1.57 0.15
```



No. 6
C20H28LaN7O2PS3 | ωB97M-V/def2-TZVPD

Results
net charge: +1
energy above the lowest of the compared OMol25 structures with the same formula, charge and spin: 0.0 kcal per mole
LUMO: -2.87 eV
F_max: 0.6 eV/A
E_tot: -78375.5632 eV

The geometry in XYZ format:
```
62
Properties=species:S:1:pos:R:3:mulliken_charge:R:1
La -0.22 -0.56 -0.67 1.13
N -0.10 -2.40 2.78 -0.27
C -0.85 -1.27 2.85 0.32
N -0.97 -0.45 1.84 0.12
C -1.75 0.66 2.19 0.34
C -2.05 1.73 1.35 -0.06
C -2.84 2.76 1.83 -0.94
C -3.32 2.73 3.14 -0.56
C -3.02 1.68 3.99 -0.55
C -2.23 0.65 3.49 0.75
S -1.67 -0.80 4.30 -0.22
H -0.06 -2.85 1.87 -0.04
H -0.17 -3.05 3.55 0.29
H -1.69 1.80 0.33 -0.20
H -3.07 3.60 1.19 0.46
H -3.93 3.54 3.51 0.41
H -3.39 1.67 5.01 0.42
C 4.60 -0.09 2.72 -1.28
C 3.78 0.24 1.52 0.69
C 4.12 0.78 0.29 -1.05
C 2.92 0.90 -0.42 0.66
N 1.90 0.47 0.32 -0.30
N 2.45 0.06 1.49 0.21
C 2.70 1.39 -1.81 -1.05
H 5.65 -0.06 2.47 0.35
H 4.36 -1.09 3.09 0.34
H 4.41 0.63 3.52 0.31
H 5.11 1.05 -0.04 0.43
H 1.85 -0.26 2.24 0.16
H 3.43 2.15 -2.08 0.43
H 1.71 1.83 -1.93 0.13
H 2.80 0.56 -2.53 0.19
N -0.95 0.97 -2.29 -0.41
C -1.17 2.12 -2.48 0.75
N -1.27 3.34 -2.73 -0.64
C -2.06 4.08 -1.95 0.52
N -2.72 4.74 -1.27 -0.50
C 1.21 -6.07 -0.76 -1.30
C 1.14 -5.91 -2.26 0.44
C 2.49 -5.74 -2.93 -1.19
O 0.28 -4.78 -2.64 -0.31
P 0.11 -3.37 -1.99 0.99
S -1.13 -3.31 -0.42 -0.62
S 1.81 -2.42 -1.57 -0.57
O -0.70 -2.50 -3.04 -0.31
C -0.50 -2.27 -4.49 0.50
C -0.65 -3.57 -5.26 -1.35
C 0.80 -1.56 -4.77 -1.02
H 1.77 -6.97 -0.54 0.45
H 0.21 -6.17 -0.33 0.34
H 1.73 -5.23 -0.29 0.26
H 0.61 -6.75 -2.69 0.23
H 3.05 -4.92 -2.49 0.25
H 2.37 -5.56 -3.99 0.31
H 3.07 -6.65 -2.80 0.45
H -1.34 -1.62 -4.71 0.21
H 0.23 -4.20 -5.18 0.19
H -0.80 -3.32 -6.31 0.49
H -1.52 -4.13 -4.92 0.35
H 1.67 -2.18 -4.55 0.24
H 0.88 -0.63 -4.21 0.15
H 0.83 -1.30 -5.83 0.48
```



No. 7
C5H8O2 | ωB97M-V/def2-TZVPD

Results
SMILES: C1=CO[C@@H]2C[C@@H]2O1.[H][H]
net charge: 0
energy above the lowest of the compared OMol25 structures with the same formula, charge and spin: 80.1 kcal per mole
LUMO: 1.06 eV
F_max: 0.2 eV/A
E_tot: -9406.3594 eV

The geometry in XYZ format:
```
15
Properties=species:S:1:pos:R:3:mulliken_charge:R:1
C 0.65 1.53 -0.57 -0.66
C 0.27 0.36 -1.44 -0.04
O 0.65 -0.93 -1.05 -0.37
C -0.11 -1.47 -0.05 -0.17
C -1.05 -0.83 0.63 -0.28
O -1.40 0.48 0.43 -0.37
C -0.79 1.09 -0.67 -0.05
H 1.16 1.28 0.35 0.23
H 0.95 2.46 -1.04 0.28
H 0.29 0.46 -2.52 0.33
H 0.16 -2.50 0.16 0.36
H 1.47 -1.26 2.98 0.23
H -1.62 -1.30 1.42 0.39
H 0.88 -1.08 2.56 -0.22
H -1.50 1.70 -1.21 0.34
```



No. 8
C10H30BaO5 | ωB97M-V/def2-TZVPD

Results
net charge: +2
LUMO: -6.42 eV
F_max: 3.3 eV/A
E_tot: -21774.1048 eV

The geometry in XYZ format:
```
46
Properties=species:S:1:pos:R:3:mulliken_charge:R:1
Ba -0.32 0.10 0.52 1.75
C 4.38 2.07 1.74 -1.11
C 3.73 0.86 0.93 -0.35
O 2.31 1.14 0.77 -0.46
H 3.76 2.36 2.59 0.25
H 4.47 2.94 1.10 0.37
H 5.40 1.76 1.93 0.38
H 3.85 -0.08 1.46 0.31
H 4.25 0.88 -0.03 0.33
H 1.99 1.96 0.40 0.31
C 2.00 -1.89 -3.18 -1.36
C 1.84 -1.78 -1.69 -0.10
O 1.08 -0.55 -1.58 -0.42
H 1.09 -2.08 -3.75 0.29
H 2.71 -2.68 -3.43 0.39
H 2.54 -1.05 -3.60 0.44
H 2.81 -1.62 -1.22 0.25
H 1.37 -2.69 -1.33 0.35
H 1.54 0.10 -2.12 0.18
C 1.22 0.61 4.58 -0.92
C 0.45 1.70 3.86 -0.17
O -0.52 1.07 3.05 -0.39
H 2.02 1.07 5.16 0.36
H 1.73 0.03 3.82 0.16
H 0.66 -0.09 5.20 0.37
H 1.15 2.19 3.18 0.09
H 0.05 2.48 4.50 0.33
H -1.23 0.89 3.67 0.25
C -2.27 -1.64 -3.00 -0.84
C -2.46 -2.63 -1.82 -0.42
O -2.03 -1.93 -0.67 -0.35
H -2.53 -2.24 -3.87 0.40
H -1.25 -1.30 -3.17 0.10
H -3.00 -0.83 -3.09 0.22
H -1.85 -3.53 -1.85 0.35
H -3.51 -2.93 -1.73 0.38
H -2.41 -2.44 0.06 0.23
C -3.88 1.56 -1.76 -1.08
C -4.11 0.67 -0.46 -0.25
O -2.98 0.80 0.39 -0.40
H -3.86 2.64 -1.67 0.34
H -4.68 1.42 -2.49 0.37
H -3.02 1.16 -2.31 0.20
H -4.26 -0.41 -0.54 0.22
H -4.93 1.06 0.15 0.42
H -3.32 0.91 1.28 0.24
```



No. 9
C4H13NOS | ωB97M-V/def2-TZVPD

Results
SMILES: C[C@@H](N)CCS.O
net charge: 0
energy above the lowest of the compared OMol25 structures with the same formula, charge and spin: 25.2 kcal per mole
LUMO: 0.84 eV
F_max: 2.9 eV/A
E_tot: -18730.9176 eV

The geometry in XYZ format:
```
20
Properties=species:S:1:pos:R:3:mulliken_charge:R:1
C -1.93 -0.55 -2.30 -1.39
C -1.03 -0.44 -1.02 0.53
C -0.15 0.85 -1.20 -1.03
C 1.05 1.05 -0.30 -0.55
S 0.65 1.67 1.44 -0.17
N -0.26 -1.69 -0.82 -0.57
H -1.30 -1.05 -3.00 0.41
H -2.34 0.39 -2.62 0.38
H -2.85 -1.18 -2.07 0.33
H -1.55 -0.31 -0.09 0.18
H 0.22 1.03 -2.20 0.42
H -0.67 1.80 -1.05 0.41
H 1.75 0.11 -0.24 0.20
H 1.68 1.85 -0.79 0.36
H -0.33 0.86 1.75 0.10
H -0.64 -2.55 -1.11 0.21
H 0.59 -1.62 -1.28 0.20
H 0.19 -2.00 1.93 0.31
H 1.72 -1.84 2.04 0.31
O 0.91 -1.98 2.53 -0.63
```



No. 10
C5H6N2 | ωB97M-V/def2-TZVPD

Results
SMILES: C#C[C@@]1(N=C)CN1
net charge: 0
energy above the lowest of the compared OMol25 structures with the same formula, charge and spin: 87.2 kcal per mole
LUMO: 1.10 eV
F_max: 1.2 eV/A
E_tot: -8258.5761 eV

The geometry in XYZ format:
```
13
Properties=species:S:1:pos:R:3:mulliken_charge:R:1
C -0.10 -1.17 0.78 -0.61
C -0.11 0.08 -0.03 0.77
C 1.97 1.08 0.24 -0.37
N 0.72 1.17 0.34 -0.50
N 0.46 -1.13 -0.62 -0.63
C -1.45 0.49 -0.39 -0.84
C -2.54 0.78 -0.76 0.34
H -0.13 -1.52 -1.34 0.28
H 0.64 -1.24 1.57 0.25
H -1.01 -1.73 0.94 0.31
H 2.50 0.20 -0.15 0.29
H 2.56 1.95 0.50 0.28
H -3.50 1.06 -1.09 0.44
```



No. 11
C4H4Cl2O2 | ωB97M-V/def2-TZVPD

Results
SMILES: ClC1=CC1.O=C=O.Cl
net charge: 0
energy above the lowest of the compared OMol25 structures with the same formula, charge and spin: 57.4 kcal per mole
LUMO: 0.14 eV
F_max: 2.9 eV/A
E_tot: -33349.8006 eV

The geometry in XYZ format:
```
12
Properties=species:S:1:pos:R:3:mulliken_charge:R:1
C 1.35 1.08 -1.30 0.78
C -0.32 0.58 1.12 0.02
C -0.95 -0.31 0.05 -0.55
C -0.75 1.16 0.05 -0.18
O 1.95 0.08 -1.30 -0.39
O 0.99 2.16 -1.52 -0.38
Cl -1.71 2.50 -0.57 -0.13
Cl 1.40 -3.80 0.61 -0.25
H -0.29 0.87 2.21 0.31
H 0.56 -2.86 1.02 0.24
H -0.25 -0.92 -0.52 0.24
H -1.97 -0.53 0.14 0.28
```